# C42H42

A cluster of 7 separate species, C42H42 in total (wB97M-V/def2-TZVPD, OMol25).

```
! wB97M-V def2-TZVPD RIJCOSX def2/J DEFGRID3
* xyz 0 1
C 5.3203 0.4204 3.4681
C 4.1004 -0.0337 3.8695
C 3.5274 -1.1752 3.3459
C 4.2106 -1.8528 2.3421
C 5.4668 -1.4279 1.9006
C 6.0039 -0.3022 2.5184
H 5.6406 1.3842 3.8355
H 3.5705 0.5505 4.6073
H 2.6415 -1.6127 3.7820
H 3.7593 -2.7614 1.9718
H 6.1688 -1.9981 1.3102
H 7.0129 -0.0041 2.2745
C -2.3014 4.4879 1.6422
C -2.9020 3.2763 1.8274
C -2.4792 2.2256 0.9921
C -1.4689 2.4031 0.0474
C -0.8829 3.6345 -0.0919
C -1.2908 4.6848 0.7031
H -2.6005 5.3244 2.2564
H -3.8133 3.2418 2.4060
H -2.9012 1.2328 1.0449
H -1.1425 1.6118 -0.6111
H -0.1722 3.7013 -0.9024
H -0.8600 5.6742 0.6604
C -4.6125 -3.5393 0.2026
C -5.1257 -2.5752 1.0664
C -5.6353 -1.3915 0.5964
C -5.6794 -1.1821 -0.7682
C -5.1190 -2.0901 -1.6591
C -4.6136 -3.2921 -1.1707
H -4.3427 -4.4965 0.6239
H -5.1420 -2.7567 2.1309
H -6.1109 -0.6050 1.1636
H -6.1981 -0.3094 -1.1365
H -5.2455 -1.8954 -2.7138
H -4.2244 -4.0673 -1.8142
C 2.0195 -0.7419 -5.2254
C 2.0855 -2.1334 -5.0729
C 1.0966 -2.9854 -5.5932
C 0.0147 -2.4901 -6.3161
C -0.0388 -1.1222 -6.4734
C 0.9738 -0.3078 -5.9983
H 2.7221 -0.0419 -4.7980
H 2.9723 -2.5068 -4.5823
H 1.2957 -4.0230 -5.3691
H -0.8342 -3.0584 -6.6665
H -0.8847 -0.6132 -6.9113
H 0.7971 0.7564 -6.0501
C 1.1102 -1.5165 -0.3216
C 0.0643 -1.2197 0.4863
C -1.2257 -1.3403 -0.0571
C -1.4178 -1.8610 -1.3443
C -0.3384 -2.1708 -2.1524
C 0.9520 -1.9836 -1.6505
H 2.1229 -1.3202 -0.0017
H 0.2043 -0.8740 1.4998
H -2.1221 -1.1377 0.5102
H -2.4352 -1.8051 -1.7023
H -0.3334 -2.5561 -3.1613
H 1.8134 -2.1975 -2.2658
C -1.6672 -0.6264 3.7390
C -1.2024 0.2019 4.7131
C -1.9761 1.1785 5.2871
C -3.2536 1.3810 4.7668
C -3.7310 0.5982 3.7758
C -2.9761 -0.4575 3.2558
H -1.0307 -1.3781 3.2962
H -0.1805 0.0939 5.0456
H -1.6384 1.7392 6.1462
H -3.7853 2.2258 5.1791
H -4.7402 0.7771 3.4354
H -3.3965 -1.0199 2.4352
C 4.8820 1.6795 -0.6823
C 3.5736 1.3228 -0.4210
C 2.5761 2.2179 -0.7887
C 2.7973 3.3080 -1.6483
C 4.1432 3.6298 -1.9027
C 5.1774 2.7628 -1.4447
H 5.7081 1.0782 -0.3325
H 3.4065 0.4304 0.1639
H 1.5597 2.0310 -0.4751
H 2.0170 3.9198 -2.0766
H 4.3773 4.5312 -2.4496
H 6.1865 3.1399 -1.5218
*
```

Results
ΔE to the lowest compared entry with this formula, charge and spin	0.000	eV
electronic energy	-1625.5575	Eh
molecular weight	546.8	g mol⁻¹
SMILES	c1ccccc1.c1ccccc1.c1ccccc1.c1ccccc1.c1ccccc1.c1ccccc1.c1ccccc1
frontier orbital gap	9.690	eV
LUMO energy	0.7	eV

=====

# C42H42As2IrN6O10S

A structure of composition C42H42As2IrN6O10S (wB97M-V/def2-TZVPD, OMol25).

```
! wB97M-V def2-TZVPD RIJCOSX def2/J DEFGRID3
* xyz 2 2
Ir 0.1669 -1.1524 -0.1182
C 1.0506 -1.0491 -5.6621
C 0.5720 -2.1540 -4.9697
C 0.7418 -2.2552 -3.6067
C 1.4081 -1.2446 -2.8991
C 1.8899 -0.1297 -3.6137
C 1.7036 -0.0355 -4.9729
N 1.5880 -1.2906 -1.5347
C 2.7814 -0.8575 -1.0285
C 4.0292 -1.1027 -1.6188
C 5.1774 -0.6743 -0.9830
C 5.1172 0.0608 0.2063
C 3.9017 0.3675 0.7832
C 2.7303 -0.1159 0.1896
N 1.4578 0.0573 0.6392
N 1.1568 0.8200 1.6243
C -0.1488 0.8035 1.9549
C -0.6251 1.6857 2.9368
C -1.9638 1.6831 3.2473
C -2.8019 0.7706 2.6014
C -2.2708 -0.0799 1.6506
N -0.9825 -0.0677 1.3052
H 0.9287 -0.9806 -6.7314
H 0.0927 -2.9526 -5.5131
H 0.4178 -3.1339 -3.0778
H 2.3854 0.6624 -3.0703
H 2.0836 0.8242 -5.5028
H 4.0753 -1.6526 -2.5468
H 6.1404 -0.9008 -1.4150
H 6.0316 0.3887 0.6767
H 3.8339 0.9512 1.6878
H 0.0837 2.3485 3.4028
H -2.3653 2.3696 3.9762
H -3.8496 0.7162 2.8441
H -2.8833 -0.8170 1.1471
C -3.9290 -3.4940 -2.9931
N -2.7347 -3.3940 -2.2017
C -1.8477 -4.3988 -1.9666
C -0.8573 -3.8705 -1.1914
N -1.1454 -2.5551 -0.9419
C -2.2843 -2.3074 -1.5667
H -3.8077 -4.2773 -3.7395
H -4.1114 -2.5476 -3.4984
H -4.7863 -3.7419 -2.3644
H -1.9870 -5.3902 -2.3478
H 0.0334 -4.3452 -0.8238
H -2.7740 -1.3510 -1.5687
O -3.8224 -5.9362 5.2801
C -3.5597 -4.6339 5.2446
O -4.1769 -3.8327 5.8839
C -2.4519 -4.1856 4.3293
C -2.3296 -4.6752 3.0303
C -1.3286 -4.2076 2.2047
C -0.4147 -3.2628 2.6767
S 0.9765 -2.7832 1.7419
C -0.5469 -2.7594 3.9738
C -1.5790 -3.1963 4.7753
H -3.1988 -6.4933 4.7949
H -3.0201 -5.4180 2.6587
H -1.2259 -4.5989 1.2053
H 0.1587 -2.0296 4.3385
H -1.7047 -2.7977 5.7684
C -2.4744 0.2820 -6.4418
O -2.6016 1.1930 -5.3511
C -2.2973 0.8001 -4.1420
O -1.9465 -0.3231 -3.8166
C -2.4215 1.8734 -3.1237
C -3.3372 2.8471 -3.1881
As -3.4840 4.3789 -1.9438
C -3.9046 3.1981 -0.3815
C -1.5754 4.4795 -1.7315
C -0.6089 3.4235 -1.3952
As -1.1699 1.5217 -1.7092
C -0.0547 3.6287 0.0167
C 0.4880 3.4842 -2.4610
O 0.2091 3.3186 -3.6261
O 1.7021 3.5470 -1.9620
C 2.7636 3.7692 -2.8911
C -0.9864 5.7380 -2.1480
O 0.2152 5.9189 -2.2284
O -1.9133 6.6568 -2.4232
C -1.4425 7.9363 -2.8323
C -4.2108 3.0750 -4.3800
O -3.9948 4.0407 -5.0548
O -5.2121 2.2395 -4.6313
C -5.6058 1.2879 -3.6647
H -3.2147 0.5929 -7.1775
H -2.6426 -0.7457 -6.1110
H -1.4727 0.3783 -6.8628
H -4.9280 2.8343 -0.4807
H -3.8560 3.7719 0.5430
H -3.2232 2.3377 -0.3200
H 0.4049 4.6120 0.0972
H 0.7061 2.8824 0.2395
H -0.8592 3.5506 0.7482
H 3.6563 3.3263 -2.4553
H 2.8932 4.8459 -3.0095
H 2.5218 3.3146 -3.8541
H -2.3278 8.5309 -3.0421
H -0.8202 7.8512 -3.7262
H -0.8495 8.3822 -2.0299
H -6.5050 0.8213 -4.0608
H -5.8486 1.7681 -2.7108
H -4.8451 0.5174 -3.4993
*
```

Results
expectation value of S²	0.949
ΔE to the lowest compared entry with this formula, charge and spin	2.424	eV
electronic energy	-7680.0496	Eh
molecular weight	1165.0	g mol⁻¹
frontier orbital gap (alpha / beta)	3.256 / 3.134	eV
LUMO energy (alpha / beta)	-8.7 / -8.7	eV

=====

# C42H42AsNOPdS4Si

A structure of composition C42H42AsNOPdS4Si (wB97M-V/def2-TZVPD, OMol25).

```
! wB97M-V def2-TZVPD RIJCOSX def2/J DEFGRID3
* xyz -2 1
Pd 0.0875 0.0100 0.2448
S 0.3599 -1.0843 -1.7827
S -1.4955 -1.5254 -2.4448
S -2.5470 0.2646 -1.7091
S -1.0696 1.4817 -1.1132
C -4.2069 -5.0911 4.9960
C -3.0979 -4.6844 4.0620
C -1.8207 -5.2075 4.1836
C -0.7764 -4.8308 3.3395
C 0.5445 -5.5210 3.5897
C -0.9968 -3.8695 2.3317
As 0.2609 -3.1840 0.8855
N 0.9379 -1.5914 1.4652
C 1.4907 -1.3222 2.6954
C 2.2806 -0.1599 2.8346
C 2.8930 0.1683 4.0265
C 2.7630 -0.6443 5.1520
C 1.9946 -1.7926 5.0367
C 1.3756 -2.1259 3.8411
C 1.7142 -4.5671 0.9024
C 3.0929 -4.3623 1.0621
C 3.7109 -3.0330 1.4080
C 3.9734 -5.4331 0.8861
C 3.5499 -6.6953 0.5141
C 4.5209 -7.8327 0.3347
C 2.1942 -6.8692 0.2733
C 1.2845 -5.8339 0.4426
C -0.1572 -6.1140 0.0960
C -2.2972 -3.3371 2.2032
C -2.6821 -2.2740 1.2021
C -3.3143 -3.7575 3.0582
H -3.8677 -5.8532 5.6991
H -5.0603 -5.4934 4.4452
H -4.5655 -4.2354 5.5727
H -1.6196 -5.9341 4.9665
H 0.5847 -5.8717 4.6231
H 1.4011 -4.8775 3.4097
H 0.6658 -6.3893 2.9386
H 2.3700 0.4853 1.9708
H 3.4769 1.0811 4.0858
H 3.2328 -0.3768 6.0906
H 1.8532 -2.4415 5.8957
H 0.7544 -3.0050 3.8066
H 3.2036 -2.2137 0.9032
H 4.7650 -3.0327 1.1235
H 3.6483 -2.8295 2.4791
H 5.0348 -5.2552 1.0359
H 5.5395 -7.5156 0.5616
H 4.5062 -8.2085 -0.6914
H 4.2755 -8.6707 0.9918
H 1.8320 -7.8359 -0.0674
H -0.2594 -7.1267 -0.2974
H -0.5177 -5.4080 -0.6566
H -0.8195 -6.0134 0.9565
H -1.9874 -2.1665 0.3716
H -2.7564 -1.3016 1.6937
H -3.6624 -2.4949 0.7744
H -4.3006 -3.3170 2.9392
O 0.2217 1.5862 1.6375
Si -0.4829 2.4658 2.7401
C -1.9855 3.4828 2.1835
C -1.8274 4.5895 1.3461
C -2.9166 5.3177 0.8918
C -4.2022 4.9515 1.2704
C -4.3848 3.8562 2.1011
C -3.2854 3.1345 2.5511
C 0.7373 3.7492 3.4208
C 0.3297 4.8102 4.2329
C 1.2418 5.7184 4.7549
C 2.5932 5.5867 4.4635
C 3.0189 4.5476 3.6469
C 2.0980 3.6425 3.1341
C -1.0631 1.3613 4.1525
C -1.2308 1.6633 5.5014
C -1.5811 0.6702 6.4082
C -1.7562 -0.6372 5.9714
C -1.5986 -0.9558 4.6289
C -1.2609 0.0432 3.7273
H -0.8296 4.8775 1.0315
H -2.7667 6.1646 0.2316
H -5.0574 5.5126 0.9104
H -5.3858 3.5573 2.3920
H -3.4414 2.2749 3.1944
H -0.7264 4.9370 4.4526
H 0.8998 6.5329 5.3844
H 3.3097 6.2939 4.8666
H 4.0715 4.4417 3.4090
H 2.4275 2.8351 2.4909
H -1.0668 2.6761 5.8579
H -1.7000 0.9097 7.4597
H -2.0039 -1.4172 6.6831
H -1.7204 -1.9802 4.3011
H -1.1340 -0.1002 2.6542
*
```

Results
ΔE to the lowest compared entry with this formula, charge and spin	0.755	eV
electronic energy	-6001.7479	Eh
molecular weight	914.5	g mol⁻¹
frontier orbital gap	5.503	eV
LUMO energy	4.1	eV

=====

# C42H42BN5RuS2Sb2

A structure of composition C42H42BN5RuS2Sb2 (wB97M-V/def2-TZVPD, OMol25).

```
! wB97M-V def2-TZVPD RIJCOSX def2/J DEFGRID3
* xyz 1 2
Ru 0.0541 0.1859 -0.1650
C 3.1712 2.6101 2.3090
N 2.6657 1.3504 2.8224
C 3.3767 0.5136 3.6454
C 2.5188 -0.4522 4.0547
N 1.2889 -0.2110 3.4963
B 0.0147 -0.8530 4.1436
N -1.0502 -1.4165 3.1314
C -2.2820 -1.7581 3.6384
C -2.8480 -2.6721 2.8122
N -1.9647 -2.8695 1.7760
C -2.0928 -3.8921 0.7529
C -0.8780 -2.0927 1.9895
S 0.4550 -1.9526 0.8983
C 1.4040 0.8807 2.7343
S 0.1953 1.5681 1.6912
H 4.1660 2.4590 1.8957
H 3.2144 3.3395 3.1175
H 2.5018 2.9793 1.5384
H 4.4149 0.6836 3.8647
H 2.6734 -1.2905 4.7079
H -0.5406 -0.0326 4.8197
H 0.4154 -1.7894 4.7758
H -2.6321 -1.3433 4.5663
H -3.7894 -3.1887 2.8612
H -3.1325 -3.9617 0.4399
H -1.7609 -4.8517 1.1486
H -1.4717 -3.6230 -0.0979
C -2.7295 0.0003 -3.6452
C -2.0771 1.2754 -4.1611
C -2.1038 2.4434 -3.1819
Sb -0.5436 2.3991 -1.6876
C 1.1269 2.3928 -3.0235
C 1.9444 3.5043 -3.1883
C 3.0927 3.4268 -3.9660
C 3.4380 2.2352 -4.5832
C 2.6291 1.1179 -4.4214
C 1.4850 1.1984 -3.6445
C -0.5951 4.4307 -1.0937
C -0.5973 5.4337 -2.0599
C -0.6591 6.7660 -1.6842
C -0.7288 7.1066 -0.3409
C -0.7409 6.1130 0.6251
C -0.6770 4.7777 0.2509
Sb -2.1300 -0.8029 -1.7401
C -3.1407 -2.6543 -1.9935
C -4.3669 -2.8960 -1.3857
C -5.0374 -4.0881 -1.6237
C -4.4854 -5.0421 -2.4653
C -3.2614 -4.8037 -3.0740
C -2.5918 -3.6121 -2.8393
C -3.5174 0.1967 -0.4624
C -3.1817 0.3446 0.8800
C -4.0302 1.0013 1.7597
C -5.2365 1.5083 1.3042
C -5.5903 1.3528 -0.0294
C -4.7360 0.7028 -0.9075
H -2.6078 -0.8185 -4.3561
H -3.8050 0.1488 -3.5312
H -2.6169 1.5690 -5.0668
H -1.0499 1.0880 -4.4845
H -3.0739 2.5464 -2.6933
H -1.8934 3.3803 -3.6995
H 1.7103 4.4390 -2.6930
H 3.7215 4.2999 -4.0822
H 4.3378 2.1723 -5.1803
H 2.8978 0.1793 -4.8885
H 0.8916 0.2989 -3.4965
H -0.5386 5.1877 -3.1141
H -0.6545 7.5386 -2.4415
H -0.7794 8.1472 -0.0497
H -0.8053 6.3747 1.6730
H -0.6892 4.0122 1.0140
H -4.8084 -2.1578 -0.7259
H -5.9946 -4.2690 -1.1527
H -5.0098 -5.9698 -2.6498
H -2.8278 -5.5450 -3.7315
H -1.6323 -3.4429 -3.3172
H -2.2479 -0.0560 1.2681
H -3.7429 1.1120 2.7972
H -5.9030 2.0212 1.9847
H -6.5351 1.7395 -0.3881
H -5.0434 0.5915 -1.9398
N 6.9484 0.0838 -2.7306
C 5.9001 0.0797 -2.2604
C 4.5891 0.0752 -1.6879
C 4.0276 1.2693 -1.2345
C 2.7465 1.2661 -0.7226
C 1.9929 0.0847 -0.6306
C 2.5849 -1.1022 -1.0739
C 3.8632 -1.1079 -1.6104
H 4.5840 2.1928 -1.3239
H 2.3017 2.2088 -0.4325
H 2.0462 -2.0429 -1.0446
H 4.2999 -2.0303 -1.9687
*
```

Results
expectation value of S²	0.765
ΔE to the lowest compared entry with this formula, charge and spin	0.132	eV
electronic energy	-3295.8711	Eh
molecular weight	1036.4	g mol⁻¹
frontier orbital gap (alpha / beta)	7.066 / 6.452	eV
LUMO energy (alpha / beta)	-3.4 / -4.0	eV

=====

# C42H42CaO3P2

A structure of composition C42H42CaO3P2 (wB97M-V/def2-TZVPD, OMol25).

```
! wB97M-V def2-TZVPD RIJCOSX def2/J DEFGRID3
* xyz 0 1
Ca -0.0411 1.5012 -0.6659
C -1.7876 0.8297 -3.3776
C -1.7665 -0.5765 -2.9790
C -1.0742 -1.5411 -3.9902
C 0.2468 -0.9877 -4.5299
C 0.9460 -0.1952 -3.4627
C 0.8850 1.1440 -3.2582
C 0.1481 2.0299 -4.2208
C -1.2359 1.4600 -4.5732
C 2.1368 0.0522 2.3152
H -2.7933 1.2406 -3.1756
H -2.8266 -0.8131 -3.1254
H -1.8417 -1.6449 -4.7814
H -0.8799 -2.5333 -3.5358
H 0.8509 -1.8866 -4.7145
H 0.0904 -0.5345 -5.5230
H 1.6505 -0.8655 -2.9416
H 1.7055 1.6453 -2.7371
H 0.6992 2.1166 -5.1712
H -0.0311 3.0151 -3.7569
H -1.9034 2.3204 -4.6912
H -1.2917 0.9065 -5.5235
H 1.5522 0.9389 2.5686
H 3.0309 -0.0198 2.9429
H 1.4605 -0.7889 2.4597
P -1.5995 -0.8628 -1.1760
P 2.7021 -0.0279 0.6267
C 0.0696 -1.1287 -0.4029
C 1.3235 -0.4647 -0.4888
C -2.5401 -2.3078 -0.6240
C -2.8879 -3.3821 -1.4745
C -3.5393 -4.5141 -0.9335
C -3.8525 -4.5470 0.4284
C -3.5318 -3.4788 1.2849
C -2.8780 -2.3556 0.7382
C -2.6245 0.6349 -0.8072
C -2.2767 1.9842 -1.2614
C -3.0127 3.0829 -0.7981
C -4.3709 2.8898 -0.5268
C -4.8683 1.5582 -0.4685
C -3.9884 0.4598 -0.5196
C 4.1274 -1.0998 0.4620
C 3.9632 -2.4720 0.7417
C 5.0878 -3.2809 0.8968
C 6.3685 -2.7420 0.7305
C 6.5292 -1.3910 0.3921
C 5.4113 -0.5686 0.2459
C 3.1350 1.6569 0.0691
C 2.8781 2.7460 0.9232
C 2.9501 4.0462 0.4233
C 3.2990 4.2911 -0.9107
C 3.5996 3.2045 -1.7407
C 3.5414 1.8880 -1.2642
H -0.0341 -2.0597 0.2035
H 1.6867 0.0435 -1.4149
H -2.6382 -3.3222 -2.5326
H -3.7768 -5.3673 -1.5944
H -4.3333 -5.4408 0.8529
H -3.7506 -3.5014 2.3556
H -2.6101 -1.5216 1.3928
H -1.3933 2.3092 -1.9519
H -2.4503 4.0337 -0.6957
H -5.0373 3.7567 -0.4164
H -5.9500 1.4070 -0.3593
H -4.3974 -0.5490 -0.3514
H 2.9690 -2.8677 0.9452
H 4.9567 -4.3209 1.2066
H 7.2532 -3.3789 0.8296
H 7.5221 -0.9543 0.2916
H 5.5428 0.5002 0.0837
H 2.6424 2.5846 1.9838
H 2.7244 4.8677 1.0951
H 3.3438 5.3068 -1.3220
H 3.8987 3.3715 -2.7751
H 3.7990 1.0440 -1.9234
O -2.0756 2.4069 4.9306
C -1.6804 1.2329 5.4331
C -1.9537 0.9791 6.7997
C -1.5804 -0.2583 7.3555
C -1.0671 -1.2606 6.5045
C -0.9481 -1.0468 5.1313
C -1.1296 0.2367 4.5814
C -1.0425 0.4717 3.0866
O -0.8361 -0.5853 2.4084
O -1.1443 1.6458 2.5926
H -1.8038 2.3952 3.9532
H -2.4463 1.7469 7.3959
H -1.7000 -0.4300 8.4301
H -0.7984 -2.2471 6.9292
H -0.7057 -1.8604 4.4470
*
```

Results
ΔE to the lowest compared entry with this formula, charge and spin	1.335	eV
electronic energy	-3211.3707	Eh
molecular weight	696.8	g mol⁻¹
frontier orbital gap (alpha / beta)	4.747 / 4.745	eV
LUMO energy (alpha / beta)	-0.2 / -0.2	eV